No. 1
Density functional theory data (wB97M-V/def2-TZVPD) for the molecule CHF2IS.

Geometry as XYZ:
```
6
Properties=species:S:1:pos:R:3:forces:R:3
C -0.148 0.507 0.390 0.6 0.7 -0.2
F 0.890 1.234 0.925 -0.6 -0.6 -0.4
F -1.233 1.016 -3.506 -0.1 0.8 0.5
S -1.349 2.519 -2.820 0.0 -0.7 0.1
I -1.648 1.731 -0.436 0.0 0.0 -0.7
H 0.198 0.029 -0.556 0.2 -0.3 0.7
```
Forces are in eV/Å.

Values from the calculation:
ΔE to the lowest compared entry with this formula, charge and spin: 367.1 kJ/mol
lowest unoccupied orbital energy (alpha / beta): -0.05926 / -0.05935 Eh

No. 2
Density functional theory data (wB97M-V/def2-TZVPD) for the molecule CHF2NO3 in a non-equilibrium geometry.

Geometry as XYZ:
```
8
Properties=species:S:1:pos:R:3:forces:R:3
O 2.258 -0.106 -1.448 1.2 -0.3 0.2
N 2.436 -0.014 -0.237 -1.3 -0.4 -1.2
O 3.420 0.068 0.388 2.2 -0.1 0.6
C 1.140 0.068 0.497 -2.4 0.1 1.2
O 0.346 0.798 -0.302 -1.3 0.1 3.3
F 0.684 -1.201 0.785 0.6 0.9 -0.9
F 1.274 0.636 1.695 0.4 0.1 -0.7
H 0.610 0.615 -1.172 0.5 -0.5 -2.5
```
Forces are in eV/Å.

Values from the calculation:
ΔE to the lowest compared entry with this formula, charge and spin: 54.0 kJ/mol
SMILES string: O=[N+]([O-])C(O)(F)F
lowest unoccupied orbital energy: -0.03058 Eh

No. 3
Density functional theory data (wB97M-V/def2-TZVPD) for the molecule CHF2O2P in a non-equilibrium geometry.

Geometry as XYZ:
```
7
Properties=species:S:1:pos:R:3:forces:R:3
O 0.070 -2.661 0.019 -0.1 0.8 -0.1
P 0.966 -1.651 0.572 0.1 0.3 0.2
O 0.473 -0.035 0.548 2.9 -3.8 1.4
C -0.247 0.798 -0.091 -1.7 2.9 -2.5
F -0.246 0.617 -1.475 0.2 -0.1 1.3
F 0.198 2.052 0.148 1.0 0.6 -0.3
H -1.214 0.880 0.278 -2.4 -0.6 0.1
```
Forces are in eV/Å.

Values from the calculation:
ΔE to the lowest compared entry with this formula, charge and spin: 45.8 kJ/mol
SMILES string: O=POC(F)F
lowest unoccupied orbital energy: -0.03479 Eh

No. 4
Density functional theory data (wB97M-V/def2-TZVPD) for a cluster of 2 separate species, CHF2O4P in total in a non-equilibrium geometry.

Geometry as XYZ:
```
9
Properties=species:S:1:pos:R:3:forces:R:3
C -3.462 -0.285 0.494 -0.8 -1.0 -2.1
O 1.139 -1.487 1.344 -0.2 0.2 1.2
O 1.317 -2.473 -1.026 0.3 -0.2 0.5
O 1.431 0.054 -0.734 -1.8 -0.5 0.5
O -0.784 -1.322 -0.461 -0.4 1.1 0.9
F -3.463 -0.068 -0.858 -0.4 -0.8 2.7
F -4.346 -1.368 0.680 1.6 1.7 -0.8
P 0.712 -1.431 -0.082 1.1 -1.4 -2.5
H 0.533 0.235 -1.073 0.5 0.9 -0.4
```
Forces are in eV/Å.

Values from the calculation:
total charge: -2
ΔE to the lowest compared entry with this formula, charge and spin: 78.1 kJ/mol
lowest unoccupied orbital energy: 0.22180 Eh

No. 5
Density functional theory data (wB97M-V/def2-TZVPD) for a cluster of 2 separate species, CHF3NO2S in total in a non-equilibrium geometry.

Geometry as XYZ:
```
9
Properties=species:S:1:pos:R:3:forces:R:3
C -1.806 0.039 -0.070 4.3 -1.7 0.1
N 1.192 -1.047 0.240 0.0 -0.1 0.2
O 3.715 -0.507 -0.059 -2.2 1.2 0.3
O 2.039 1.332 -0.039 0.4 1.3 0.0
F -2.695 -0.929 0.067 -1.0 -1.1 0.1
F -1.943 0.851 0.935 -1.0 1.9 1.8
F -2.102 0.675 -1.192 -0.2 0.6 -1.0
S 2.268 -0.084 0.084 1.8 -2.4 -0.5
H -0.668 -0.330 0.034 -2.2 0.2 -1.0
```
Forces are in eV/Å.

Values from the calculation:
total charge: -1
ΔE to the lowest compared entry with this formula, charge and spin: 159.5 kJ/mol
lowest unoccupied orbital energy: 0.14448 Eh

No. 6
Density functional theory data (wB97M-V/def2-TZVPD) for the ion CHF3NO2S with charge -1 in a non-equilibrium geometry.

Geometry as XYZ:
```
9
Properties=species:S:1:pos:R:3:forces:R:3
C 0.932 0.146 0.796 -3.6 1.3 -0.8
N 0.179 0.515 -0.391 -0.2 -0.4 4.4
O -1.115 -1.342 -1.742 -0.2 0.9 0.2
O -2.519 0.493 -0.801 0.6 0.1 -0.5
F 1.707 -0.899 0.777 1.2 -2.3 -0.9
F 1.721 1.050 1.423 0.1 1.4 -0.6
F -0.035 -0.140 1.753 0.6 0.2 -0.2
S -1.461 -0.501 -0.565 -0.2 -1.2 0.2
H 0.589 0.676 -1.250 1.7 0.1 -1.8
```
Forces are in eV/Å.

Values from the calculation:
total charge: -1
ΔE to the lowest compared entry with this formula, charge and spin: 28.3 kJ/mol
lowest unoccupied orbital energy: 0.15181 Eh

No. 7
Density functional theory data (wB97M-V/def2-TZVPD) for a structure of composition CHF3NO4S2Tl in a non-equilibrium geometry.

Geometry as XYZ:
```
13
Properties=species:S:1:pos:R:3:forces:R:3
N -0.745 -1.697 -1.239 1.1 0.9 -3.4
S 0.179 -0.994 -2.548 -0.2 -0.1 0.6
O 1.077 1.082 -2.579 -1.5 -2.0 0.2
S -0.865 -1.088 0.217 -1.6 0.1 -0.6
O 0.598 -0.857 0.488 0.2 -0.9 1.8
O -2.324 -1.446 0.264 -1.5 -0.9 1.5
C -1.102 -0.358 1.997 0.0 0.6 -0.6
F -0.489 0.829 2.106 0.6 0.7 0.3
F -2.339 -0.114 2.430 -1.0 0.0 0.1
F -0.571 -1.182 2.907 0.5 -0.5 0.7
Tl 2.045 0.372 -0.700 2.6 0.0 -0.2
O 2.477 2.299 -1.728 1.1 1.9 -0.3
H 2.058 3.155 -1.616 -0.3 0.2 0.0
```
Forces are in eV/Å.

Values from the calculation:
total charge: -2
ΔE to the lowest compared entry with this formula, charge and spin: 100.1 kJ/mol
lowest unoccupied orbital energy (alpha / beta): 0.20030 / 0.20062 Eh

No. 8
Density functional theory data (wB97M-V/def2-TZVPD) for a structure of composition CHF3NO5S2Sr in a non-equilibrium geometry.

Geometry as XYZ:
```
14
Properties=species:S:1:pos:R:3:forces:R:3
O -0.214 -1.937 -1.538 -0.1 2.2 -0.8
Sr 0.640 0.605 -2.968 0.1 -0.5 -1.0
H -1.713 -0.545 -1.255 2.6 0.9 3.6
N -0.803 -0.162 -0.085 -7.5 0.3 -2.3
S -0.592 1.499 -0.004 3.7 2.3 -1.1
O -0.506 1.792 -1.530 -0.6 0.1 0.2
O -1.307 2.714 0.459 -1.7 -1.8 0.7
S 0.602 -1.052 -0.552 1.9 -5.2 -0.6
O 1.758 -1.169 -2.442 1.8 -0.6 -1.5
O 1.154 -2.180 0.267 -0.5 2.4 0.9
C 0.239 0.113 1.990 0.0 0.0 3.3
F 1.479 -0.045 2.472 0.6 -0.7 -0.7
F -0.179 1.195 2.657 -0.5 1.6 -0.2
F -0.557 -0.828 2.529 0.3 -1.0 -0.6
```
Forces are in eV/Å.

Values from the calculation:
total charge: -1
lowest unoccupied orbital energy (alpha / beta): 0.04607 / 0.04683 Eh

No. 9
Density functional theory data (wB97M-V/def2-TZVPD) for the molecule CHF3O2S in a non-equilibrium geometry.

Geometry as XYZ:
```
8
Properties=species:S:1:pos:R:3:forces:R:3
O -0.976 -0.960 1.222 -0.6 -1.0 4.4
S -0.814 -0.504 -0.068 1.3 2.1 -0.1
O -0.939 -1.466 -1.058 -0.3 -1.0 -3.4
C 0.853 0.378 -0.040 -3.1 0.0 0.9
F 0.908 1.248 -1.009 0.7 0.6 -1.2
F 1.851 -0.442 -0.021 0.8 -0.1 0.3
F 0.666 1.086 1.099 1.3 -0.1 0.0
H -1.547 0.660 -0.125 0.0 -0.4 -0.8
```
Forces are in eV/Å.

Values from the calculation:
ΔE to the lowest compared entry with this formula, charge and spin: 155.6 kJ/mol
SMILES string: O=[SH](=O)C(F)(F)F
lowest unoccupied orbital energy: 0.01444 Eh

No. 10
Density functional theory data (wB97M-V/def2-TZVPD) for a structure of composition CHF3O4PTl in a non-equilibrium geometry.

Geometry as XYZ:
```
11
Properties=species:S:1:pos:R:3:forces:R:3
P 0.298 -2.048 1.436 0.1 -0.3 0.2
F 0.799 -2.600 0.074 -0.4 0.5 1.0
F 0.582 -3.253 2.380 -0.1 0.8 -0.7
F 1.433 -1.069 1.840 -0.9 -0.7 -0.4
O -1.078 -1.543 1.491 1.9 -1.0 0.2
O -1.502 2.314 -1.014 0.3 0.8 -0.5
O 0.109 0.795 -0.965 0.6 -0.6 0.1
O 0.439 2.765 -1.981 0.0 0.2 -0.1
C -0.349 1.916 -1.296 -0.1 0.5 0.0
H 1.301 2.350 -2.115 -0.1 -0.2 0.1
Tl -2.033 0.374 0.149 -1.4 0.0 0.0
```
Forces are in eV/Å.

Values from the calculation:
ΔE to the lowest compared entry with this formula, charge and spin: 17.2 kJ/mol
lowest unoccupied orbital energy: 0.00352 Eh

No. 11
Density functional theory data (wB97M-V/def2-TZVPD) for a cluster of 2 separate species, CHFNO3 in total in a non-equilibrium geometry.

Geometry as XYZ:
```
7
Properties=species:S:1:pos:R:3:forces:R:3
C -2.193 -0.900 -0.341 -0.1 0.5 -0.1
N -1.282 -0.156 -0.824 2.6 -0.2 -0.4
O -2.725 0.351 -0.595 -1.6 0.4 0.4
O -2.584 -1.945 0.106 -0.4 -0.7 0.3
O 1.562 0.421 0.570 -1.0 0.8 0.5
F 2.370 -0.498 -0.088 0.4 -0.7 -0.6
H 0.675 0.279 0.140 0.1 -0.2 -0.1
```
Forces are in eV/Å.

Values from the calculation:
total charge: -1
ΔE to the lowest compared entry with this formula, charge and spin: 226.8 kJ/mol
lowest unoccupied orbital energy: 0.15952 Eh

No. 12
Density functional theory data (wB97M-V/def2-TZVPD) for a structure of composition CHFNO3 in a non-equilibrium geometry.

Geometry as XYZ:
```
7
Properties=species:S:1:pos:R:3:forces:R:3
C 0.043 -0.177 1.143 -0.2 0.2 -1.6
N -0.388 -0.463 -0.360 2.7 1.3 -3.1
O -0.934 -0.210 1.828 -2.7 -0.2 1.6
O 1.205 0.013 1.328 2.3 0.1 -0.3
O 0.499 -0.297 -1.387 -1.2 -1.3 2.0
F 0.809 1.221 -1.776 -0.3 0.1 0.4
H -1.234 -0.087 -0.776 -0.7 -0.2 1.0
```
Forces are in eV/Å.

Values from the calculation:
total charge: -1
ΔE to the lowest compared entry with this formula, charge and spin: 37.7 kJ/mol
lowest unoccupied orbital energy (alpha / beta): 0.15703 / 0.15701 Eh

Total energy list, top to bottom, in Eh: -934.1548; -518.8154; -730.2957; -880.7381; -941.7432; -941.7932; -1662.5406; -1596.0684; -886.9051; -1153.3067; -418.9027; -418.9748